{
  "formula": "C4H7NO2S",
  "method": "ωB97M-V/def2-TZVPD",
  "e_tot_ha": -759.98694,
  "elements": ["S", "O", "O", "N", "C", "C", "C", "C", "H", "H", "H", "H", "H", "H", "H"],
  "xyz": [[-1.954097, 2.660903, -0.537328], [-2.637460, 0.671000, 0.808991], [-0.115654, 0.958962, -1.636696], [-0.814939, -0.767191, 0.728076], [1.893233, -0.689572, 0.331270], [-1.517557, 0.354716, 0.276019], [-0.957311, 1.235615, -0.849026], [0.486838, -1.335259, 0.050828], [-1.199925, -1.175995, 1.475034], [2.699301, -1.217921, -0.266610], [0.557370, -1.132022, -1.096474], [2.341848, -0.927023, 1.409434], [0.557528, -2.327908, 0.394736], [1.920595, 0.373595, 0.297109], [-1.259768, 3.318099, -1.385364]],
  "forces_ev_per_a": [[-0.4, 0.0, 0.1], [3.7, -1.0, -1.8], [0.5, 0.3, -0.6], [3.2, 3.7, -6.0], [1.2, -2.1, 3.4], [-2.0, -2.6, 2.9], [-1.8, -0.1, 1.8], [0.4, 2.8, -1.2], [-1.5, -2.1, 3.3], [-1.3, 0.9, 0.0], [-1.6, -1.1, 2.0], [-1.4, 0.4, -1.8], [-0.3, -1.3, -0.2], [0.0, 0.8, -0.7], [1.0, 1.4, -1.5]]
}


{
  "formula": "C21H19F2N3O2",
  "method": "ωB97M-V/def2-TZVPD",
  "e_tot_ha": -1326.00618,
  "elements": ["F", "F", "O", "O", "N", "N", "N", "C", "C", "C", "C", "C", "C", "C", "C", "C", "C", "C", "C", "C", "C", "C", "C", "C", "C", "C", "C", "C", "H", "H", "H", "H", "H", "H", "H", "H", "H", "H", "H", "H", "H", "H", "H", "H", "H", "H", "H"],
  "xyz": [[1.143284, -2.359575, -3.174948], [1.848932, -3.451742, -7.669158], [-4.346979, -0.247136, 2.202402], [-0.134981, 1.278924, 1.109819], [1.830384, 1.246084, 2.389355], [2.134533, 0.551136, -3.978919], [2.236481, -0.139706, -6.073793], [-2.576659, 1.290466, 2.630429], [-2.041444, -1.078991, 2.859028], [1.920552, -2.552529, -6.654779], [-0.278027, 0.625286, 3.484181], [-1.734792, 0.287742, 3.423024], [1.434059, -2.854706, -5.413838], [0.544677, 0.934951, 2.321020], [0.329346, 0.585841, 4.742267], [0.863530, 1.812410, -2.317588], [1.909646, -0.264975, -1.696379], [2.267425, -1.183376, -6.926329], [0.181170, 1.913114, -1.101469], [1.460439, -0.039023, -0.367819], [-4.094797, 0.999893, 2.842179], [1.572239, -1.867086, -4.388348], [1.668570, 0.895200, 4.764955], [2.006368, -0.523225, -4.759249], [0.487957, 1.082869, -0.143951], [1.673038, 0.680860, -2.721683], [2.359511, 1.280466, 3.642472], [-3.577816, -1.314498, 2.830924], [-0.493785, 2.798172, -0.932005], [-4.171616, 0.851430, 3.928098], [2.125516, 1.372162, -4.552839], [-3.967257, -1.546939, 3.769008], [2.590162, -1.034766, -1.981504], [-0.229235, 0.441946, 5.623804], [2.653592, -0.901377, -7.917671], [-1.702365, -1.195049, 1.855826], [-2.358096, 2.322702, 2.899849], [1.046435, -3.903743, -5.284532], [-3.732992, -2.166514, 2.136476], [0.657243, 2.513566, -3.105956], [-4.847049, 1.699985, 2.510557], [-2.078044, 0.296018, 4.410865], [2.257976, 1.004149, 5.684724], [1.671540, -0.780519, 0.384738], [-1.548515, -1.900500, 3.456530], [-2.414805, 1.253449, 1.534666], [3.454648, 1.287155, 3.725562]],
  "forces_ev_per_a": [[0.5, 1.2, -0.6], [0.3, 0.4, 0.4], [0.4, -0.7, 0.7], [1.0, -1.4, 0.7], [-0.6, 0.0, 0.9], [0.6, 0.9, -0.2], [0.0, -4.0, 0.9], [-1.4, 1.1, -1.0], [-0.7, -1.1, 1.1], [-0.2, 2.5, -0.5], [0.6, -0.3, -0.9], [0.2, 0.5, -2.3], [0.6, -0.2, 0.7], [-0.8, 1.6, 0.3], [0.5, 0.7, -2.5], [0.6, -2.0, -1.9], [0.0, 1.7, 1.1], [0.4, -0.1, -0.8], [-0.4, 3.5, -2.7], [-2.1, 1.5, -2.0], [1.8, -1.4, 0.6], [-0.3, -0.6, -1.9], [1.3, 1.1, 1.4], [-1.1, -2.0, -1.2], [2.8, -4.7, 3.8], [-2.8, 1.9, 4.8], [0.3, -2.0, -1.3], [0.7, 0.1, -3.2], [0.8, -1.2, -0.1], [-0.6, 0.2, 0.1], [0.2, 0.4, -0.1], [-0.8, -0.2, 1.8], [0.2, -0.7, 0.5], [-0.6, -0.4, 0.8], [-0.5, -0.4, 0.2], [0.5, 0.2, -0.9], [0.1, 0.1, 0.3], [0.4, 1.4, 0.5], [-0.1, 0.3, 0.7], [-0.2, 0.4, -0.1], [0.2, 0.4, -0.3], [-0.6, 0.1, 1.7], [-0.5, -0.4, -0.1], [0.0, 0.2, 0.3], [-0.6, 0.7, -0.4], [0.2, -0.3, 0.7], [-0.5, 0.8, -0.3]]
}


{
  "formula": "C16H10CdClF5O",
  "method": "ωB97M-V/def2-TZVPD",
  "total_charge": -2,
  "e_tot_ha": -1818.16037,
  "elements": ["Cd", "Cl", "F", "F", "F", "F", "F", "O", "C", "C", "C", "C", "C", "C", "C", "C", "C", "C", "C", "C", "C", "C", "C", "C", "H", "H", "H", "H", "H", "H", "H", "H", "H", "H"],
  "xyz": [[0.113866, 0.761012, -1.121384], [-0.338640, 2.094741, -3.012688], [-1.582110, 2.206041, 0.501949], [1.995275, 0.428943, 3.170893], [-1.563379, 4.471565, 1.981603], [0.055266, 4.646527, 4.205058], [1.814175, 2.632747, 4.796263], [0.269117, 0.205247, 0.988487], [-0.719364, 3.467490, 2.307839], [-2.533893, -1.070152, -1.904502], [-2.585435, -0.691607, -0.532647], [-1.705680, -2.824901, -0.637967], [2.054135, -2.113924, -0.753665], [1.610503, -1.456520, -2.908337], [1.068930, 1.383597, 2.915788], [2.195834, -0.343814, -2.221797], [0.135610, 3.564348, 3.406329], [-2.050529, -1.756109, 0.248240], [-2.005801, -2.398102, -1.976302], [1.529478, -2.541896, -2.002124], [1.015752, 2.522906, 3.709977], [2.474483, -0.765533, -0.879292], [-0.694944, 2.309356, 1.551931], [0.200500, 1.226676, 1.789128], [1.279288, -1.457104, -3.951147], [2.122963, -2.728865, 0.152403], [-1.260591, -3.776442, -0.359611], [2.478833, 0.606928, -2.679102], [1.096932, -3.524699, -2.215149], [-2.787723, -0.436992, -2.753098], [-2.955759, 0.260965, -0.143177], [-1.787134, -2.958926, -2.883293], [2.988813, -0.177259, -0.116841], [-1.928770, -1.766244, 1.326232]],
  "forces_ev_per_a": [[0.0, -2.0, -0.1], [-0.1, 0.6, -0.2], [1.0, 0.2, 0.8], [-0.4, 0.4, 0.0], [0.3, -0.3, 0.4], [0.1, 0.3, 0.3], [-0.1, 0.1, -0.2], [0.0, 1.2, 0.7], [0.3, -0.5, 0.0], [0.5, -0.7, 0.0], [0.6, 0.1, 0.1], [-0.7, 1.2, -0.4], [0.3, 0.1, -0.2], [0.0, -0.2, 0.3], [-0.3, 0.2, -0.3], [-0.5, -0.1, 0.0], [-0.2, -0.2, -0.3], [-0.2, -0.7, -1.0], [-0.1, 0.5, 1.0], [0.4, 0.6, -0.1], [-0.3, -0.2, -0.3], [-0.1, -0.5, 0.0], [-0.5, 0.0, -0.1], [0.2, -0.4, -0.6], [0.1, 0.0, 0.4], [-0.1, 0.4, -0.4], [0.0, 0.2, 0.0], [0.0, -0.3, 0.1], [0.1, 0.5, 0.1], [-0.1, -0.2, 0.2], [0.1, -0.4, -0.2], [0.0, 0.2, 0.2], [-0.2, -0.2, -0.2], [0.0, 0.1, -0.1]]
}


{
  "formula": "C5H14N2O2",
  "method": "ωB97M-V/def2-TZVPD",
  "e_tot_ha": -458.84412,
  "elements": ["O", "O", "N", "N", "C", "C", "C", "C", "C", "H", "H", "H", "H", "H", "H", "H", "H", "H", "H", "H", "H", "H", "H"],
  "xyz": [[-0.666703, -2.769613, -1.162429], [1.551594, -1.659449, -2.488817], [1.298971, 0.423315, -1.482144], [-0.350965, -0.506590, 1.282362], [-0.263003, 0.671946, 0.515342], [0.003421, -0.306237, 2.686810], [-0.090606, 0.408917, -1.082042], [1.986441, -0.596138, -2.125027], [-1.349891, 1.712618, 0.526953], [3.085807, -0.245810, -2.116250], [-0.940574, 2.732668, 0.336103], [0.280755, -2.864820, -1.232853], [-1.928706, 1.816831, 1.496631], [0.534809, 1.332911, 0.844481], [-0.696318, 1.298383, -1.601383], [-0.991045, -1.207234, 1.166723], [-0.771878, -2.103873, -1.826898], [-2.142074, 1.699557, -0.331657], [1.037115, 0.119974, 2.677568], [-0.645200, 0.516217, 3.146554], [-0.132673, -1.192439, 3.265671], [1.772514, 1.263418, -1.374126], [-0.581789, -0.544559, -1.121575]],
  "forces_ev_per_a": [[-0.4, -0.5, 0.6], [0.1, 0.1, -0.1], [-1.1, -3.1, -1.1], [2.7, 1.4, 1.8], [-0.4, 1.2, -2.9], [-0.3, 2.5, -0.8], [-0.7, 2.5, 1.5], [0.8, 2.1, 1.5], [-3.6, 2.0, 0.1], [-1.0, -0.9, -0.6], [0.1, -0.7, 0.3], [0.6, -0.3, 0.2], [0.7, -0.3, -1.0], [1.0, -0.9, 0.3], [1.4, -2.3, 0.7], [-2.1, -1.6, -1.1], [-0.5, 0.3, -0.8], [1.1, -0.7, 1.6], [-0.6, -0.7, 0.5], [0.6, -1.0, -0.2], [0.3, -0.6, 0.3], [1.0, 1.5, 0.3], [0.1, -0.2, -0.9]]
}


{
  "formula": "C40H48BFN7O5RhS2",
  "method": "ωB97M-V/def2-TZVPD",
  "multiplicity": 5,
  "total_charge": 2,
  "s2": 6.009,
  "e_tot_ha": -3343.65646,
  "elements": ["Rh", "S", "S", "F", "O", "O", "O", "O", "O", "N", "N", "N", "N", "N", "N", "N", "C", "C", "C", "C", "C", "C", "C", "C", "C", "C", "C", "C", "C", "C", "C", "C", "C", "C", "C", "C", "C", "C", "C", "C", "C", "C", "C", "C", "C", "C", "C", "C", "C", "C", "C", "C", "C", "C", "C", "C", "B", "H", "H", "H", "H", "H", "H", "H", "H", "H", "H", "H", "H", "H", "H", "H", "H", "H", "H", "H", "H", "H", "H", "H", "H", "H", "H", "H", "H", "H", "H", "H", "H", "H", "H", "H", "H", "H", "H", "H", "H", "H", "H", "H", "H", "H", "H", "H", "H"],
  "xyz": [[-0.308364, 0.675452, 1.630985], [-2.271994, 3.123067, 2.775152], [2.815211, 1.162416, 0.968668], [1.247941, -5.767044, -0.458043], [-0.955876, 2.140889, -2.034563], [1.798131, 1.402251, 2.093443], [-1.213595, 2.004341, 2.949325], [0.127346, 1.693883, -0.140233], [0.491622, -0.995517, 0.352171], [-3.025731, -0.877681, 1.880659], [-1.104972, -1.680111, 3.543942], [-0.141851, -0.840375, 3.122846], [-0.136073, -1.510176, -3.653552], [0.953818, -6.220241, -3.279441], [1.873896, -7.898320, -4.961376], [-2.275585, -0.057775, 1.123096], [-1.760163, 4.336794, 4.023961], [0.260446, -2.593783, -2.879967], [-2.929699, 5.000711, 0.964057], [0.948650, -1.067795, 3.871918], [4.336985, 0.684295, 1.835120], [0.789143, -4.959114, -2.655826], [1.991425, 4.726921, 3.775000], [-4.289211, -0.834217, 1.459572], [3.469580, 2.791007, 0.507296], [0.743341, 4.161769, 3.981428], [-4.857475, 6.946025, 0.480098], [5.432976, 1.621859, 1.342926], [-3.521088, 7.302623, 0.578045], [2.108325, 6.064012, 3.420028], [0.925731, -1.504098, -5.897151], [-0.292310, -0.309172, -3.076948], [4.777632, 2.998980, 1.262273], [1.594151, -7.337079, -2.582552], [-0.403455, 4.936684, 3.826581], [-0.627400, -2.424307, 4.541990], [0.968337, 6.841228, 3.275163], [0.962774, -4.733983, -1.275064], [1.793852, -8.484035, -3.582667], [-2.559553, 6.333164, 0.823940], [-1.882907, 3.951268, 1.223435], [-5.232140, 5.616144, 0.617134], [-4.387921, 0.048407, 0.392124], [0.312738, -1.091732, -0.883907], [-0.282882, 6.277816, 3.476271], [0.691747, -2.069717, 4.790148], [0.452281, -3.865758, -3.437065], [-0.083513, -0.035915, -1.753373], [0.823096, -3.498161, -0.718918], [-4.272378, 4.646003, 0.855821], [-0.111633, -6.700077, -4.150508], [-0.345647, 1.377784, -1.310068], [0.529169, -7.356264, -5.378000], [0.474586, -2.401694, -1.510087], [-3.097086, 0.515751, 0.220341], [-0.362682, -1.627124, -5.102042], [-2.597775, -1.830968, 3.062953], [-0.870950, -2.571152, -5.293752], [0.660837, 3.120265, 4.262151], [2.675488, 3.501248, 0.735023], [3.616477, 2.764381, -0.573010], [-3.311445, -1.572119, 3.996341], [0.365226, -4.001603, -4.504688], [-1.884682, 3.156705, 0.475174], [3.085198, 6.505509, 3.274274], [1.052729, 7.887845, 3.016159], [2.877780, 4.122353, 3.913986], [-0.749087, -5.882651, -4.474435], [1.010525, -7.722274, -1.743596], [-5.267211, 0.306967, -0.169325], [-1.515021, 6.609024, 0.892135], [-2.557284, 5.082062, 4.033065], [2.557788, -7.008069, -2.198345], [1.837926, -0.484844, 3.707153], [-4.566976, 3.606936, 0.954094], [0.958446, -9.181589, -3.598371], [4.523523, -0.374413, 1.669870], [1.351684, -2.474418, 5.535546], [-1.066737, -0.842326, -5.372452], [6.286655, 1.604056, 2.019252], [-0.755838, -7.412972, -3.622143], [1.648888, -2.267243, -5.606931], [-5.607057, 7.702361, 0.292028], [4.576253, 3.370623, 2.268351], [-3.225307, 8.336248, 0.460670], [-1.828783, 3.749754, 4.941817], [2.707097, -9.039091, -3.381882], [4.108655, 0.855551, 2.889046], [2.213012, -8.582026, -5.638488], [2.539004, -7.122543, -4.941561], [-0.625185, 0.495397, -3.721366], [-0.058685, -8.191137, -5.755070], [-6.273187, 5.335087, 0.534566], [5.408218, 3.730698, 0.759494], [-2.746797, -2.968284, 2.690820], [1.383641, -0.528247, -5.738835], [-1.172565, 6.886308, 3.370973], [-2.718378, 1.224749, -0.497598], [-5.040019, -1.432726, 1.947117], [-0.874857, 4.360727, 1.288417], [0.949221, -3.364886, 0.347118], [0.709537, -6.649735, -6.185795], [-1.259989, -3.152575, 5.020581], [0.719422, -1.610569, -6.961401], [5.788844, 1.313328, 0.357266]],
  "forces_ev_per_a": [[0.0, -0.1, 0.3], [0.0, -0.2, 0.0], [-0.1, 0.1, 0.1], [0.0, -0.1, -0.1], [0.0, 0.0, 0.0], [0.1, -0.3, -0.2], [0.0, 0.3, -0.1], [-0.1, 0.0, -0.1], [0.1, -0.1, 0.0], [0.1, 0.0, 0.1], [-0.1, 0.0, -0.1], [0.1, 0.0, 0.2], [0.0, 0.0, 0.0], [0.0, 0.0, 0.0], [0.0, 0.0, 0.0], [-0.2, 0.1, -0.2], [-0.1, 0.0, 0.0], [0.0, 0.0, 0.0], [0.0, 0.0, 0.0], [0.0, 0.0, 0.0], [0.0, 0.1, 0.0], [0.1, 0.0, 0.1], [0.0, 0.0, 0.0], [0.0, 0.0, 0.0], [0.0, 0.0, 0.0], [0.0, 0.0, 0.0], [0.0, 0.0, 0.0], [0.0, 0.0, 0.0], [0.0, 0.0, 0.0], [0.0, 0.0, 0.0], [0.0, 0.0, 0.0], [0.0, 0.0, 0.0], [0.0, 0.0, 0.0], [0.0, 0.1, 0.0], [0.0, -0.1, -0.1], [0.0, 0.0, 0.0], [0.0, 0.0, 0.0], [-0.1, -0.1, -0.1], [0.0, 0.0, 0.0], [0.0, 0.0, 0.0], [0.0, 0.0, 0.1], [0.0, 0.0, 0.0], [0.0, 0.0, 0.0], [-0.1, 0.1, 0.1], [0.0, 0.0, 0.0], [0.0, 0.0, 0.0], [0.0, 0.0, 0.0], [0.0, 0.0, 0.0], [0.0, 0.0, 0.0], [0.0, 0.0, 0.0], [-0.1, 0.0, 0.0], [0.0, 0.0, 0.1], [0.0, 0.0, 0.0], [0.0, 0.0, -0.1], [0.0, -0.1, 0.0], [0.0, 0.0, 0.0], [0.0, 0.0, 0.0], [0.0, 0.0, 0.0], [0.0, 0.0, 0.0], [0.0, 0.0, 0.0], [0.0, 0.0, 0.0], [0.0, 0.0, 0.0], [0.0, 0.0, 0.0], [0.0, 0.0, 0.0], [0.0, 0.0, 0.0], [0.0, 0.0, 0.0], [0.0, 0.0, 0.0], [0.0, 0.0, 0.0], [0.0, 0.0, 0.0], [0.0, 0.0, 0.0], [0.0, 0.0, 0.0], [0.0, 0.0, 0.0], [0.0, 0.0, 0.0], [0.0, 0.0, 0.0], [0.0, 0.0, 0.0], [0.0, 0.0, 0.0], [0.0, 0.0, 0.0], [0.0, 0.0, 0.0], [0.0, 0.0, 0.0], [0.0, 0.0, 0.0], [0.0, 0.0, 0.0], [0.0, 0.0, 0.0], [0.0, 0.0, 0.0], [0.0, 0.0, 0.0], [0.0, 0.0, 0.0], [0.0, 0.0, 0.0], [0.0, 0.0, 0.0], [0.0, 0.0, 0.0], [0.0, 0.0, 0.0], [0.0, 0.0, 0.0], [0.0, 0.0, 0.0], [0.0, 0.0, 0.0], [0.0, 0.0, 0.0], [0.0, 0.0, 0.0], [0.0, 0.0, 0.0], [0.0, 0.0, 0.0], [0.0, 0.0, 0.0], [0.0, 0.0, 0.0], [0.0, 0.0, 0.0], [0.0, 0.0, 0.0], [0.0, 0.0, 0.0], [0.0, 0.0, 0.0], [0.0, 0.0, 0.0], [0.0, 0.0, 0.0], [0.0, 0.0, 0.0]]
}


{
  "formula": "C4H5NO",
  "method": "ωB97M-V/def2-TZVPD",
  "e_tot_ha": -285.35552,
  "elements": ["O", "N", "C", "C", "C", "C", "H", "H", "H", "H", "H"],
  "xyz": [[0.388924, 0.581283, 1.352828], [2.074168, -1.901855, -0.435208], [1.141198, 0.463924, 0.163355], [-1.351912, -0.316352, -0.184141], [1.656280, -0.859710, -0.156637], [-0.309330, 0.733661, 0.123585], [-0.572658, 1.769565, -0.095819], [-0.905920, -1.222957, -0.605451], [-1.868027, -0.586641, 0.742550], [-2.098988, 0.066268, -0.885831], [1.846263, 1.272818, -0.019226]],
  "forces_ev_per_a": [[0.0, 0.0, 0.2], [-0.4, 1.0, 0.3], [0.2, 0.0, -0.1], [0.0, 0.0, -0.1], [0.3, -0.9, -0.2], [-0.2, 0.0, -0.1], [0.0, -0.2, 0.1], [-0.1, 0.1, 0.1], [0.1, 0.1, -0.1], [0.2, 0.0, 0.1], [-0.1, -0.1, 0.0]]
}